ORCA calculation (ωB97M-V/def2-TZVPD) on a 2-piece molecular cluster, C2H4ClN overall.

Geometry (Å):
C1 -1.11 0.93 0.38
C2 1.05 -0.97 0.28
N1 -0.85 -0.17 -0.10
Cl1 2.06 0.36 -0.17
H1 -2.13 1.21 0.10
H2 -0.52 1.52 1.01
H3 0.83 -1.65 -0.42
H4 0.79 -0.97 1.32

Properties
- ΔE to the lowest compared entry with this formula, charge and spin: 3.2727 eV
- F_max: 6.64 eV Å⁻¹

Want to see where the charge sits? The Löwdin charges in e are: -0.20, -0.45, -0.01, 0.54, 0.07, 0.04, -0.02, 0.03